[1]
Below is an isolated molecule of Cl2S2 at a distorted geometry, with properties calculated with ωB97M-V with the def2-TZVPD basis set.

XYZ file:
```
4
Properties=species:S:1:pos:R:3:lowdin_charge:R:1
S 0.5595 -0.2346 -1.2334 -0.003
S -0.3028 1.1395 0.4774 -0.018
Cl 1.8464 -1.2895 -0.1134 0.003
Cl -2.1031 0.3847 0.8694 0.018
```

Properties
* SMILES string: ClSSCl
* HOMO level: -9.572 eV
* net charge: 0
* frontier orbital gap: 0.303 Ha
* spin multiplicity: 1

***

[2]
Below is a structure of composition C27H23CoN2O2P at a distorted geometry, with properties calculated with ωB97M-V with the def2-TZVPD basis set.

XYZ file:
```
56
Properties=species:S:1:pos:R:3:lowdin_charge:R:1
Co 0.3021 -1.6141 -0.8976 0.501
O 2.1205 -1.8833 -0.8553 -0.160
C 2.8993 -1.7079 0.1911 -0.346
C 4.2794 -1.5222 -0.0150 -0.022
C 5.1382 -1.3111 1.0385 -0.086
C 4.6642 -1.2830 2.3575 -0.103
C 3.3287 -1.5116 2.5832 -0.056
C 2.4282 -1.7333 1.5270 -0.151
C 1.0476 -2.0187 1.8578 -0.047
N 0.1001 -1.9231 1.0093 -0.064
N -1.2060 -2.1787 1.4128 0.081
C -1.9535 -2.2538 0.3492 -0.469
O -1.4955 -2.2489 -0.8690 -0.135
C -3.4286 -2.3024 0.5381 -0.153
C -4.2559 -2.2201 -0.5761 -0.025
C -5.6355 -2.1884 -0.4210 -0.081
C -6.1928 -2.2407 0.8488 -0.092
C -5.3676 -2.3263 1.9642 -0.084
C -3.9911 -2.3550 1.8122 -0.033
H 4.6345 -1.5353 -1.0382 0.118
H 6.1944 -1.1667 0.8425 0.102
H 5.3371 -1.0901 3.1825 0.096
H 2.9425 -1.5142 3.5976 0.110
H 0.8025 -2.3264 2.8734 0.134
H -3.8035 -2.1838 -1.5579 0.111
H -6.2749 -2.1199 -1.2921 0.101
H -7.2685 -2.2132 0.9707 0.100
H -5.8012 -2.3677 2.9557 0.100
H -3.3346 -2.4206 2.6692 0.105
C -0.6333 0.8708 -3.1745 -0.236
P 0.1038 0.5583 -1.5374 1.007
C -0.8487 1.6820 -0.4699 -0.344
C -1.6074 1.1828 0.5826 -0.068
C -2.3546 2.0477 1.3765 -0.066
C -2.3355 3.4103 1.1259 -0.080
C -1.5612 3.9164 0.0857 -0.078
C -0.8216 3.0573 -0.7084 -0.087
C 1.7342 1.3612 -1.5871 -0.357
C 2.3592 1.7581 -2.7625 -0.085
C 3.6318 2.3181 -2.7218 -0.080
C 4.2857 2.4731 -1.5097 -0.081
C 3.6728 2.0604 -0.3315 -0.072
C 2.4056 1.5043 -0.3708 -0.093
H -0.5853 1.9259 -3.4430 0.047
H -1.6756 0.5560 -3.1275 0.052
H -0.1278 0.2740 -3.9341 0.047
H -1.6160 0.1207 0.7980 0.075
H -2.9442 1.6474 2.1918 0.108
H -2.9190 4.0833 1.7414 0.104
H -1.5314 4.9826 -0.1005 0.104
H -0.2062 3.4566 -1.5077 0.108
H 1.8609 1.6359 -3.7166 0.095
H 4.1117 2.6289 -3.6412 0.103
H 5.2754 2.9115 -1.4809 0.103
H 4.1859 2.1635 0.6163 0.109
H 1.9307 1.1736 0.5479 0.114
```

Properties
* expectation value of S²: 0.780
* HOMO level (spin up / spin down): -7.649 / -7.829 eV
* net charge: 0
* frontier orbital gap (spin up / spin down): 0.284 / 0.298 Ha
* spin multiplicity: 2

***

[3]
Below is a structure of composition C18H18N4O6ReS4Se at a distorted geometry, with properties calculated with ωB97M-V with the def2-TZVPD basis set.

XYZ file:
```
52
Properties=species:S:1:pos:R:3:lowdin_charge:R:1
Re -1.8917 -1.2951 -1.7299 0.670
N 1.7322 1.5312 -0.8818 0.174
C 1.1158 0.4523 -1.2894 -0.717
S -0.5628 0.6669 -1.7373 0.753
N 1.7354 -0.7259 -1.3717 0.085
C 3.0817 -1.0086 -0.9738 -0.227
C 4.1375 -0.2220 -1.4090 -0.036
C 5.4292 -0.5266 -0.9991 -0.062
C 5.6686 -1.6249 -0.1863 -0.072
C 4.6077 -2.4254 0.2219 -0.063
C 3.3133 -2.1146 -0.1639 -0.012
H 1.1784 2.3735 -0.6124 0.084
H 2.6856 1.4729 -0.5583 0.115
H 1.1597 -1.5041 -1.6204 0.068
H 3.9673 0.6034 -2.0919 0.124
H 6.2528 0.0920 -1.3366 0.113
H 6.6805 -1.8609 0.1247 0.110
H 4.7854 -3.2869 0.8582 0.112
H 2.4764 -2.7174 0.1709 0.111
N -3.6433 -0.3984 -0.5674 -0.011
C -3.3105 0.9349 -0.0766 -0.347
C -3.3294 2.0086 -0.9551 -0.078
C -2.6751 3.1803 -0.6013 -0.050
C -2.0320 3.2671 0.6331 -0.248
C -2.1783 2.2452 1.5641 -0.049
C -2.8159 1.0685 1.2058 -0.057
S -0.7956 4.5271 0.9255 0.421
O 0.4031 3.8985 0.3298 -0.387
O -0.6817 4.6518 2.3607 -0.337
O -1.2180 5.6978 0.1985 -0.328
H -4.3293 -0.3520 -1.3145 0.100
H -3.9957 -1.0097 0.1555 0.111
H -3.7629 1.8901 -1.9486 0.120
H -2.6053 4.0146 -1.2923 0.126
H -1.7355 2.3688 2.5481 0.118
H -2.8693 0.2307 1.9007 0.119
Se -1.0848 -2.6840 -0.0041 0.782
C -0.5513 -1.8693 1.6509 -0.586
C -0.1771 -0.5492 1.8047 -0.119
C 0.3075 -0.1446 3.0431 -0.110
N 0.4198 -0.9651 4.0921 0.079
C 0.0410 -2.2360 3.9218 -0.133
C -0.4440 -2.7381 2.7237 -0.129
H -0.3077 0.1729 1.0176 0.060
H 0.5990 0.8919 3.1969 0.123
H 0.1334 -2.8866 4.7854 0.110
H -0.7152 -3.7847 2.6295 0.096
O -3.4995 -2.5723 -2.5433 -0.486
S -3.0158 -1.8647 -3.7904 0.152
O -3.6609 -2.1852 -5.0081 -0.270
O -3.0248 -0.4126 -3.3591 -0.496
S -0.9979 -2.2763 -3.6404 0.373
```

Properties
* expectation value of S²: 0.886
* HOMO level (spin up / spin down): -8.481 / -8.480 eV
* net charge: 0
* frontier orbital gap (spin up / spin down): 0.191 / 0.207 Ha
* spin multiplicity: 2

***

[4]
Below is a cluster of 2 separate species, C3H8IN2O in total at a distorted geometry, with properties calculated with ωB97M-V with the def2-TZVPD basis set.

XYZ file:
```
15
Properties=species:S:1:pos:R:3:lowdin_charge:R:1
C 2.1132 2.2051 0.5150 -0.359
C -1.5416 -0.0939 0.9363 0.013
C 0.0453 -1.3936 -0.7912 -0.489
N 3.1983 2.5708 0.8197 0.218
N -0.7338 -0.2231 -0.3504 -0.156
O 1.0701 1.7763 0.1451 0.096
I -1.2894 -3.0028 -1.2633 1.324
H -1.3056 -0.8560 1.5952 0.063
H -1.2995 0.7431 1.5591 0.090
H -2.6365 -0.1529 0.7441 0.115
H 0.4940 -1.8132 0.0387 -0.042
H -0.9452 -3.3178 -2.6985 -0.234
H 3.9549 3.1977 0.4316 0.153
H 0.0513 0.3772 -0.4252 0.056
H -1.1755 -0.0170 -1.2564 0.152
```

Properties
* HOMO level: -12.720 eV
* net charge: +1
* frontier orbital gap: 0.342 Ha
* spin multiplicity: 1

***

[5]
Below is an isolated molecule of C4H8N2 at a distorted geometry, with properties calculated with ωB97M-V with the def2-TZVPD basis set.

XYZ file:
```
14
Properties=species:S:1:pos:R:3:lowdin_charge:R:1
C 1.4183 0.1613 -0.2245 -0.106
N 0.0700 0.6480 0.0151 -0.288
C -0.3315 0.4941 1.4023 -0.104
C -0.8886 0.1090 -0.9224 -0.205
C -0.8847 -1.3751 -1.0383 -0.208
N -0.8276 -2.5266 -1.1373 0.142
H 2.1042 0.6465 0.4760 0.085
H 1.7312 0.4169 -1.2426 0.090
H 1.5088 -0.9321 -0.0969 0.085
H -0.3307 -0.5537 1.7510 0.091
H -1.3355 0.9083 1.5419 0.085
H 0.3561 1.0666 2.0336 0.085
H -0.6931 0.5120 -1.9230 0.125
H -1.8967 0.4247 -0.6349 0.122
```

Properties
* SMILES string: CN(C)CC#N
* HOMO level: -9.320 eV
* net charge: 0
* frontier orbital gap: 0.374 Ha
* spin multiplicity: 1